Entry 1:
Computed, not measured: a single C5H6O molecule, with ωB97M-V/def2-TZVPD.

Geometry as XYZ:
```
12
Properties=species:S:1:pos:R:3:lowdin_charge:R:1
O -0.8321 -0.9549 2.1590 0.072
C -0.3333 -0.5753 1.1241 -0.425
C 1.1022 -0.3808 0.8054 -0.010
C 1.2211 0.2192 -0.3823 -0.059
C -0.1116 0.5116 -1.0462 -0.168
C -1.1460 -0.0475 -0.0426 -0.105
H 1.8933 -0.6608 1.4904 0.112
H 2.1686 0.4967 -0.8427 0.110
H -0.1583 0.0128 -2.0258 0.112
H -0.2059 1.5844 -1.2525 0.112
H -1.8229 0.6224 0.4915 0.125
H -1.7751 -0.8278 -0.4784 0.123
```

Its SMILES is O=C1C=CCC1. The gap between HOMO and LUMO comes out at 10.240 eV. The energy above the lowest of the compared OMol25 structures with the same formula, charge and spin comes out at 0.1132 eV.

***

Entry 2:
Computed, not measured: a single C18H21N3O3 molecule at a distorted geometry, with ωB97M-V/def2-TZVPD.

Geometry as XYZ:
```
45
Properties=species:S:1:pos:R:3:lowdin_charge:R:1
O 3.4397 3.3742 -0.9961 0.080
N 3.9345 2.6288 -0.1767 -0.365
O 4.7828 2.9551 0.6273 0.078
C 3.4839 1.2619 -0.1571 -0.154
C 2.5095 0.8485 -1.0579 0.022
C 2.0833 -0.4634 -1.0330 -0.009
C 2.6202 -1.3615 -0.1158 -0.170
C 2.0886 -2.7704 -0.0519 -0.324
O 1.6825 -3.2697 -1.3059 -0.024
C 0.8714 -2.7848 0.9039 -0.125
N -0.0755 -1.7465 0.5635 -0.168
C -0.7301 -1.1359 1.7017 -0.164
C -1.5324 0.0834 1.2417 -0.158
N -2.5108 -0.3363 0.2669 -0.106
C -3.6736 0.4019 0.0746 -0.229
C -4.7347 -0.1592 -0.6449 -0.032
C -5.9235 0.5214 -0.8061 -0.094
C -6.0984 1.7774 -0.2479 -0.109
C -5.0609 2.3410 0.4722 -0.094
C -3.8626 1.6696 0.6304 -0.033
C -1.8659 -0.9606 -0.8687 -0.140
C -1.0709 -2.1750 -0.4017 -0.162
C 3.5941 -0.9330 0.7806 -0.012
C 4.0313 0.3756 0.7639 0.012
H 2.1018 1.5622 -1.7576 0.121
H 1.3261 -0.8074 -1.7188 0.113
H 2.8567 -3.4352 0.3787 0.149
H 2.4233 -3.2179 -1.9199 0.109
H 1.2479 -2.6126 1.9143 0.127
H 0.4240 -3.7885 0.8633 0.134
H 0.0299 -0.8120 2.4169 0.123
H -1.4148 -1.8407 2.2064 0.130
H -2.0413 0.5085 2.1076 0.121
H -0.8349 0.8290 0.8259 0.132
H -4.6327 -1.1486 -1.0650 0.104
H -6.7265 0.0624 -1.3649 0.101
H -7.0306 2.3069 -0.3724 0.096
H -5.1777 3.3222 0.9098 0.102
H -3.0664 2.1499 1.1777 0.098
H -2.6084 -1.2632 -1.6049 0.113
H -1.1733 -0.2467 -1.3451 0.126
H -0.5590 -2.6387 -1.2447 0.113
H -1.7636 -2.9126 0.0416 0.132
H 4.0100 -1.6292 1.4938 0.119
H 4.7875 0.7274 1.4488 0.119
```

Its SMILES is O=[N+]([O-])c1ccc([C@H](O)CN2CCN(c3ccccc3)CC2)cc1. The gap between HOMO and LUMO comes out at 7.360 eV. The energy above the lowest of the compared OMol25 structures with the same formula, charge and spin comes out at 4.7282 eV.

***

Entry 3:
Computed, not measured: a single C3H5N5 molecule at a distorted geometry, with ωB97M-V/def2-TZVPD.

Geometry as XYZ:
```
13
Properties=species:S:1:pos:R:3:lowdin_charge:R:1
H -2.4022 -0.8322 -1.4963 0.115
N -2.2182 -1.8091 -0.8230 0.013
N -1.6016 -1.6693 0.2799 -0.057
C -0.7718 -0.5619 0.4088 -0.313
C 0.3790 -0.9453 1.1147 0.077
N 1.4489 0.0486 0.7772 0.104
C 0.9366 0.9223 -0.1379 -0.490
N 1.4901 2.1566 -0.3457 0.089
H 1.0824 2.7202 -0.9605 -0.069
N -0.2826 0.4146 -0.4871 0.079
H 0.3945 -1.6610 1.7600 0.048
H 2.4053 0.2202 1.2003 0.179
H -0.8604 0.9964 -1.2905 0.224
```

Its SMILES is [H]/N=N\c1c[nH]/c(=N/[H])[nH]1. The gap between HOMO and LUMO comes out at 7.921 eV. The energy above the lowest of the compared OMol25 structures with the same formula, charge and spin comes out at 4.8733 eV.

***

Question: Which of these has the highest gap between HOMO and LUMO?
Answer: C5H6O

***

Repeat the second record exactly.
Computed, not measured: a single C18H21N3O3 molecule at a distorted geometry, with ωB97M-V/def2-TZVPD.

Geometry as XYZ:
```
45
Properties=species:S:1:pos:R:3:lowdin_charge:R:1
O 3.4397 3.3742 -0.9961 0.080
N 3.9345 2.6288 -0.1767 -0.365
O 4.7828 2.9551 0.6273 0.078
C 3.4839 1.2619 -0.1571 -0.154
C 2.5095 0.8485 -1.0579 0.022
C 2.0833 -0.4634 -1.0330 -0.009
C 2.6202 -1.3615 -0.1158 -0.170
C 2.0886 -2.7704 -0.0519 -0.324
O 1.6825 -3.2697 -1.3059 -0.024
C 0.8714 -2.7848 0.9039 -0.125
N -0.0755 -1.7465 0.5635 -0.168
C -0.7301 -1.1359 1.7017 -0.164
C -1.5324 0.0834 1.2417 -0.158
N -2.5108 -0.3363 0.2669 -0.106
C -3.6736 0.4019 0.0746 -0.229
C -4.7347 -0.1592 -0.6449 -0.032
C -5.9235 0.5214 -0.8061 -0.094
C -6.0984 1.7774 -0.2479 -0.109
C -5.0609 2.3410 0.4722 -0.094
C -3.8626 1.6696 0.6304 -0.033
C -1.8659 -0.9606 -0.8687 -0.140
C -1.0709 -2.1750 -0.4017 -0.162
C 3.5941 -0.9330 0.7806 -0.012
C 4.0313 0.3756 0.7639 0.012
H 2.1018 1.5622 -1.7576 0.121
H 1.3261 -0.8074 -1.7188 0.113
H 2.8567 -3.4352 0.3787 0.149
H 2.4233 -3.2179 -1.9199 0.109
H 1.2479 -2.6126 1.9143 0.127
H 0.4240 -3.7885 0.8633 0.134
H 0.0299 -0.8120 2.4169 0.123
H -1.4148 -1.8407 2.2064 0.130
H -2.0413 0.5085 2.1076 0.121
H -0.8349 0.8290 0.8259 0.132
H -4.6327 -1.1486 -1.0650 0.104
H -6.7265 0.0624 -1.3649 0.101
H -7.0306 2.3069 -0.3724 0.096
H -5.1777 3.3222 0.9098 0.102
H -3.0664 2.1499 1.1777 0.098
H -2.6084 -1.2632 -1.6049 0.113
H -1.1733 -0.2467 -1.3451 0.126
H -0.5590 -2.6387 -1.2447 0.113
H -1.7636 -2.9126 0.0416 0.132
H 4.0100 -1.6292 1.4938 0.119
H 4.7875 0.7274 1.4488 0.119
```

Its SMILES is O=[N+]([O-])c1ccc([C@H](O)CN2CCN(c3ccccc3)CC2)cc1. The gap between HOMO and LUMO comes out at 7.360 eV. The energy above the lowest of the compared OMol25 structures with the same formula, charge and spin comes out at 4.7282 eV.

***

Question: The lowest gap between HOMO and LUMO belongs to which entry?
Answer: C18H21N3O3

***

Question: Which of these has the highest gap between HOMO and LUMO?
Answer: C5H6O